This record from the Open Molecules 2025 dataset describes the molecule C17H28N4O2S. The level of theory is the ωB97M-V functional and the def2-TZVPD basis.

The value obtained for the lowest unoccupied orbital energy is 0.590 eV. The SMILES is CC(C)Cc1nnc(NC(=O)CCC(=O)N2C[C@H](C)C[C@H](C)C2)s1. Its molar mass is 352.50 g/mol. Its gap between HOMO and LUMO is 0.3464 Eh.

Last column: Mulliken charge in e.
Element x y z (Å)
C1 3.763 1.261 1.219  -1.207
H1 2.729 0.933 1.138  0.139
H2 3.852 2.229 0.730  0.333
C2 4.704 0.249 0.572  0.680
C3 6.157 0.686 0.730  -1.665
H3 6.407 0.790 1.783  0.406
H4 6.830 -0.046 0.289  0.398
H5 6.320 1.644 0.242  0.356
H6 4.570 -0.721 1.063  0.293
C4 4.368 0.080 -0.920  -0.861
C5 2.984 -0.409 -1.114  0.473
N1 2.049 0.265 -1.676  -0.694
N2 0.868 -0.350 -1.702  -0.193
C6 0.903 -1.516 -1.143  0.245
N3 -0.209 -2.299 -1.011  -0.033
C7 -0.248 -3.371 -0.145  0.453
O1 0.767 -3.880 0.259  -0.644
C8 -1.645 -3.860 0.184  -0.712
H7 -1.561 -4.402 1.127  0.330
H8 -1.963 -4.565 -0.588  0.353
C9 -2.654 -2.713 0.311  -0.829
C10 -1.995 -1.561 1.078  0.903
O2 -0.998 -1.765 1.749  -0.665
N4 -2.545 -0.335 0.976  0.303
C11 -3.663 0.056 0.150  -1.470
H9 -4.252 -0.812 -0.146  0.508
C12 -3.170 0.839 -1.076  1.685
C13 -4.344 1.256 -1.955  -1.832
H10 -3.988 1.807 -2.822  0.405
H11 -4.896 0.386 -2.304  0.442
H12 -5.027 1.895 -1.400  0.373
C14 -2.370 2.052 -0.596  -1.580
H13 -1.959 2.583 -1.455  0.475
C15 -1.232 1.624 0.333  2.131
C16 -0.462 2.830 0.860  -1.934
H14 0.341 2.509 1.519  0.433
H15 -0.025 3.384 0.034  0.410
H16 -1.120 3.494 1.416  0.409
C17 -1.809 0.805 1.493  -1.505
H17 -1.013 0.424 2.133  0.508
H18 -2.487 1.422 2.091  0.287
H19 -0.543 0.989 -0.234  -0.508
H20 -3.037 2.736 -0.064  0.327
H21 -2.499 0.197 -1.658  -0.171
H22 -4.311 0.706 0.749  0.273
H23 -2.990 -2.389 -0.675  0.365
H24 -3.529 -3.055 0.868  0.442
H25 -1.058 -1.885 -1.365  0.289
S1 2.456 -1.987 -0.522  -0.073
H26 5.067 -0.631 -1.366  0.365
H27 4.464 1.038 -1.434  0.331
H28 4.002 1.381 2.273  0.455

Cartesian forces, eV/Å:
0.07 -0.29 0.00
-0.15 0.04 0.03
0.00 0.15 -0.06
0.11 0.26 -0.10
-0.22 -0.21 0.04
0.08 0.04 0.10
0.13 -0.04 -0.05
0.05 0.13 -0.06
0.02 0.03 0.00
0.19 -0.11 0.31
-0.05 -0.82 0.15
0.99 1.01 -0.21
-1.42 -0.70 -0.11
0.85 -0.11 0.25
-0.27 -0.07 -0.26
-0.46 -0.18 -0.20
0.14 -0.25 0.15
0.00 0.07 0.22
0.06 0.02 -0.13
0.01 -0.01 0.02
0.34 -0.08 0.10
-0.46 -0.02 -0.02
0.21 -0.25 0.18
-0.06 0.18 0.21
-0.01 -0.05 -0.48
-0.01 0.03 0.04
-0.37 0.23 0.12
0.25 -0.17 0.11
-0.02 0.08 -0.11
-0.12 -0.07 -0.08
-0.11 0.10 0.05
0.32 -0.45 -0.09
-0.02 0.10 -0.05
-0.15 0.26 0.20
-0.09 -0.29 -0.11
0.13 0.03 0.10
0.07 0.11 -0.06
-0.07 0.13 0.08
0.49 0.08 0.01
-0.13 0.11 -0.02
-0.01 0.03 0.02
-0.08 -0.02 0.06
-0.09 0.10 0.04
0.03 -0.06 0.04
-0.05 -0.05 -0.05
-0.12 0.03 0.03
-0.05 0.05 -0.11
0.06 -0.01 0.07
-0.11 0.85 -0.39
0.08 0.07 -0.06
0.00 -0.01 -0.04
0.00 0.05 0.11


This record from the Open Molecules 2025 dataset describes a structure of composition C17H28N5O7PdS. The level of theory is the ωB97M-V functional and the def2-TZVPD basis.

The value obtained for the lowest unoccupied orbital energy (spin up / spin down) is -3.836 / -3.793 eV. Its total charge is +1. Its molar mass is 552.93 g/mol. Its gap between HOMO and LUMO (spin up / spin down) is 0.2757 / 0.2751 Eh.

Last column: Mulliken charge in e.
Element x y z (Å)
Pd1 0.721 -0.162 -0.071  0.648
N1 0.357 1.681 1.062  -0.330
C1 0.238 2.650 -0.064  1.344
C2 0.099 4.126 0.318  -1.326
C3 1.333 4.929 -0.091  -0.336
C4 1.218 5.294 -1.576  -1.228
N2 0.846 4.150 -2.433  -0.082
C5 1.624 3.104 -2.684  -0.004
N3 1.107 1.983 -3.186  -0.288
N4 2.930 3.177 -2.432  -0.204
C6 -0.910 2.124 -0.945  0.489
O1 -1.947 2.781 -1.052  -0.717
O2 -0.633 0.996 -1.494  -0.844
H1 -0.530 1.607 1.545  0.328
H2 1.072 1.958 1.722  0.252
H3 1.139 2.503 -0.646  0.020
H4 -0.096 4.207 1.390  0.415
H5 -0.780 4.539 -0.176  0.447
H6 2.242 4.357 0.121  0.231
H7 1.416 5.866 0.460  0.462
H8 2.125 5.775 -1.948  0.304
H9 0.412 6.012 -1.703  0.500
H10 -0.145 4.010 -2.578  0.354
H11 0.106 1.844 -3.166  0.256
H12 1.654 1.140 -3.163  0.229
H13 3.352 4.030 -2.113  0.206
H14 3.514 2.369 -2.556  0.215
O3 2.822 0.221 -0.619  -0.655
C7 3.615 -0.703 -0.368  0.161
C8 3.351 -2.095 -0.356  0.523
C9 4.410 -2.941 0.038  -0.610
C10 4.225 -4.282 0.084  -0.427
C11 2.990 -4.852 -0.282  -0.473
C12 1.952 -4.056 -0.673  -0.394
C13 2.074 -2.641 -0.705  0.625
O4 1.073 -1.922 -1.080  -0.984
N5 5.322 -5.153 0.547  1.012
O5 5.103 -6.349 0.592  -0.602
O6 6.375 -4.626 0.861  -0.609
H15 4.652 -0.419 -0.149  0.446
H16 5.374 -2.529 0.314  0.497
H17 2.882 -5.929 -0.237  0.512
H18 1.001 -4.482 -0.966  0.436
C14 -1.681 -3.782 0.259  -1.194
C15 -2.745 -2.707 0.474  -0.691
S1 -2.148 -1.142 -0.158  0.708
O7 -1.121 -0.693 0.922  -0.730
C16 -3.599 -0.140 0.121  -0.196
C17 -4.593 -0.311 -1.027  -1.145
H19 -2.032 -4.738 0.645  0.454
H20 -0.760 -3.519 0.780  0.283
H21 -1.453 -3.902 -0.803  0.311
H22 -2.950 -2.541 1.534  0.388
H23 -3.674 -2.934 -0.056  0.445
H24 -3.215 0.882 0.143  0.122
H25 -4.006 -0.408 1.097  0.433
H26 -4.120 -0.063 -1.982  0.309
H27 -5.434 0.370 -0.887  0.383
H28 -4.991 -1.327 -1.085  0.321

Cartesian forces, eV/Å:
0.84 -0.27 0.99
0.24 -0.31 -1.13
-0.25 0.24 0.42
0.16 -0.10 0.47
-0.15 0.00 -0.18
0.14 -0.19 -0.04
-0.13 0.38 -0.04
-0.04 -0.23 -0.33
0.51 0.62 -0.42
0.17 -0.10 0.02
-0.32 -0.55 -0.21
0.35 -0.17 -0.18
-1.05 0.80 -0.04
-0.08 -0.21 0.19
0.12 -0.02 0.07
0.24 -0.09 0.23
0.09 0.06 -0.01
-0.13 -0.09 0.06
0.00 0.08 -0.06
-0.04 -0.01 0.04
-0.02 -0.05 -0.13
0.01 0.07 -0.01
-0.01 0.03 -0.02
-0.02 -0.19 0.18
0.02 -0.08 -0.03
0.00 0.00 0.00
0.03 0.02 0.02
-0.59 0.38 0.35
0.19 -0.04 -0.18
-0.08 -0.16 0.36
0.15 0.36 0.01
-0.04 -0.42 0.07
0.11 -0.12 0.06
-0.10 -0.02 -0.17
0.20 0.03 -0.09
-0.57 0.30 0.45
0.10 -0.17 0.01
-0.01 0.36 -0.05
-0.35 -0.03 -0.13
0.09 0.04 -0.12
-0.06 0.00 0.00
0.01 0.08 -0.01
0.08 0.02 0.03
-0.10 0.03 -0.03
0.23 -0.17 0.11
0.26 -0.14 0.01
-0.05 -0.21 -0.70
-0.09 0.18 -0.08
0.04 0.02 -0.05
-0.01 0.03 0.01
-0.02 0.01 0.00
-0.04 0.03 0.08
-0.08 -0.06 -0.04
0.07 0.04 0.04
-0.05 0.00 0.00
-0.03 0.08 0.00
-0.05 -0.04 0.13
0.08 -0.07 0.03
0.03 0.10 0.01


This record from the Open Molecules 2025 dataset describes a structure of composition C17H28NO2P2SeW. The level of theory is the ωB97M-V functional and the def2-TZVPD basis.

As for the expectation value of S²: 2.05. The value obtained for the lowest unoccupied orbital energy (spin up / spin down) is -12.076 / -12.243 eV. The multiplicity is 3. Its total charge is +3. Its molar mass is 603.16 g/mol. Its gap between HOMO and LUMO (spin up / spin down) is 0.2222 / 0.2165 Eh.

Last column: Löwdin spin population.
Element x y z (Å)
W1 -0.026 -0.492 0.237  0.957
P1 0.272 -0.353 -2.088  0.099
C1 -1.317 0.230 -2.585  0.447
C2 -2.372 0.161 -1.660  0.014
N1 -2.001 -0.026 -0.308  0.079
C3 -2.910 0.153 0.683  0.071
C4 -4.264 0.177 0.404  0.121
C5 -4.687 0.229 -0.927  0.008
C6 -3.752 0.265 -1.934  0.147
C7 -2.327 0.123 2.066  0.033
P2 -0.625 0.805 2.089  0.017
H1 -4.017 0.338 -2.992  0.005
H2 -4.946 0.142 1.243  0.005
H3 -5.747 0.211 -1.158  -0.002
H4 -2.893 0.736 2.777  0.005
H5 -2.311 -0.900 2.476  0.002
H6 -1.489 2.864 -2.995  0.004
H7 -1.522 0.469 -3.631  0.017
H8 0.024 4.101 -1.243  0.000
O1 -1.103 3.734 -2.769  0.005
H9 -1.489 4.301 -3.470  0.000
H10 1.184 0.706 0.468  -0.004
O2 0.849 4.185 -0.707  0.000
H11 0.622 3.780 0.155  0.000
C8 -0.867 2.587 2.402  -0.003
H12 -1.479 2.799 3.297  -0.001
H13 0.145 2.997 2.558  0.000
H14 -1.341 3.043 1.522  0.000
C9 -0.043 0.222 3.707  0.007
H15 0.950 0.679 3.823  0.000
H16 -0.691 0.516 4.549  0.000
H17 0.029 -0.870 3.641  0.000
C10 0.486 -2.028 -2.781  0.031
H18 0.335 -1.928 -3.864  0.000
H19 1.497 -2.406 -2.581  0.004
H20 -0.259 -2.704 -2.347  0.000
C11 1.477 0.595 -3.032  0.018
H21 2.468 0.146 -2.877  0.001
H22 1.201 0.525 -4.094  0.000
H23 1.449 1.634 -2.683  0.000
Se1 0.159 -2.735 1.035  -0.064
C12 2.126 -2.623 1.231  -0.009
C13 2.830 -3.228 0.175  -0.004
C14 4.227 -3.234 0.176  0.001
C15 4.930 -2.670 1.254  -0.009
C16 4.232 -2.044 2.294  0.001
C17 2.824 -2.008 2.288  -0.005
H24 2.274 -3.687 -0.646  0.000
H25 4.771 -3.693 -0.657  0.000
H26 6.033 -2.717 1.269  0.000
H27 4.809 -1.597 3.118  0.000
H28 2.274 -1.512 3.091  0.000

Cartesian forces, eV/Å:
0.62 -1.80 1.12
1.48 0.14 -2.61
-1.33 -0.25 -0.32
-0.03 -0.15 0.86
0.68 0.88 -0.32
0.35 -0.96 0.04
-0.06 0.30 -0.06
-0.34 -0.31 0.57
0.84 0.14 -1.19
-0.62 0.00 0.29
-1.73 1.26 3.21
-0.21 0.05 0.40
-0.20 0.17 -0.14
0.08 0.12 -0.02
-0.23 -0.20 -0.19
-0.04 0.20 -0.15
0.34 0.72 0.26
0.02 -0.12 0.22
0.76 0.29 0.28
-0.91 -0.69 -0.90
0.47 -0.02 0.62
-0.03 -0.38 -0.37
-0.99 -1.01 0.35
0.26 0.62 -0.65
0.52 0.23 -0.97
0.24 -0.53 -0.33
-0.39 0.15 -0.11
0.22 0.15 0.28
0.72 -0.33 -0.37
-0.12 -0.32 0.32
0.07 0.07 -0.52
0.14 0.26 0.35
-0.47 -0.29 0.12
0.04 -0.16 0.20
-0.23 0.25 0.00
0.18 -0.03 -0.28
0.09 0.34 0.40
-0.18 0.25 -0.05
0.08 0.06 0.27
0.24 -0.07 -0.23
0.64 0.61 0.28
0.34 0.46 -0.57
0.18 0.06 -0.41
-0.20 -0.06 0.17
-0.02 0.01 -0.16
-0.18 -0.10 0.08
-0.10 0.23 0.13
0.28 0.02 0.25
-0.27 0.12 0.39
-0.77 0.09 0.02
-0.54 -0.21 -0.41
0.31 -0.26 -0.17


This record from the Open Molecules 2025 dataset describes a cluster of 2 separate species, C17H28NO3 in total. The level of theory is the ωB97M-V functional and the def2-TZVPD basis.

The value obtained for the lowest unoccupied orbital energy is -3.180 eV. Its total charge is +1. Its molar mass is 294.41 g/mol. Its gap between HOMO and LUMO is 0.3232 Eh.

Last column: Mulliken charge in e.
Element x y z (Å)
C1 2.635 -1.703 1.217  -1.332
C2 1.261 -2.258 0.848  0.795
C3 1.334 -3.036 -0.470  -1.534
C4 0.146 -1.199 0.942  -1.380
C5 0.390 0.210 0.377  1.118
C6 -0.745 1.135 0.823  -1.835
C7 0.520 0.223 -1.141  -0.702
O1 1.454 1.266 -1.527  -0.358
C8 2.156 1.034 -2.669  -0.014
C9 2.805 2.306 -3.180  -0.834
C10 4.113 2.481 -2.378  -0.546
C11 4.304 1.188 -1.579  -0.515
N1 3.403 0.195 -2.269  -0.168
H1 2.967 -0.949 0.491  0.033
H2 2.628 -1.205 2.189  0.371
H3 3.387 -2.494 1.248  0.472
H4 1.007 -2.998 1.613  0.384
H5 1.844 -3.989 -0.324  0.445
H6 0.346 -3.245 -0.887  0.353
H7 1.908 -2.510 -1.245  0.278
H8 -0.775 -1.594 0.496  0.267
H9 -0.086 -1.064 2.002  0.534
H10 1.335 0.591 0.775  0.150
H11 -0.710 2.094 0.300  0.363
H12 -0.690 1.329 1.895  0.518
H13 -1.695 0.644 0.601  0.310
H14 -0.436 0.447 -1.622  0.240
H15 0.877 -0.734 -1.528  0.472
H16 1.601 0.442 -3.403  0.547
H17 2.112 3.132 -3.032  0.321
H18 2.997 2.220 -4.249  0.403
H19 4.066 3.323 -1.690  0.351
H20 4.950 2.659 -3.051  0.271
H21 3.927 1.278 -0.564  0.210
H22 5.314 0.788 -1.566  0.556
H23 3.139 -0.581 -1.657  0.050
H24 3.855 -0.186 -3.100  0.406
C12 -4.386 0.762 2.279  -0.022
C13 -5.363 1.248 3.038  -0.500
C14 -6.696 0.589 3.092  0.268
O2 -7.586 1.033 3.780  -0.519
C15 -6.889 -0.634 2.269  -0.407
C16 -5.909 -1.120 1.513  -0.468
C17 -4.582 -0.460 1.460  0.583
O3 -3.685 -0.910 0.773  -0.502
H25 -3.407 1.219 2.224  0.319
H26 -5.250 2.135 3.649  0.425
H27 -7.868 -1.093 2.329  0.406
H28 -6.022 -2.008 0.906  0.419

Cartesian forces, eV/Å:
-0.04 0.06 0.05
0.07 -0.02 0.03
0.03 0.03 -0.10
-0.12 0.04 -0.06
0.04 -0.08 0.08
0.09 -0.06 -0.13
-0.01 0.00 0.00
-0.11 0.07 0.12
0.04 -0.10 0.06
-0.08 0.04 -0.01
0.11 0.02 -0.02
-0.09 -0.14 -0.05
-0.02 0.09 -0.03
0.03 -0.04 -0.03
-0.02 -0.04 -0.01
-0.02 0.02 -0.02
-0.01 0.02 -0.03
-0.02 0.02 0.01
0.01 -0.01 0.06
-0.02 0.04 0.02
0.03 -0.03 0.03
0.01 0.02 -0.03
0.01 0.00 -0.02
0.02 0.00 0.04
-0.03 -0.03 -0.01
-0.03 0.12 0.04
0.00 -0.08 0.01
0.03 0.00 0.03
0.03 0.08 -0.06
-0.01 -0.03 -0.02
0.04 0.00 0.03
-0.04 0.01 -0.05
0.01 -0.03 0.04
0.04 0.00 0.00
0.01 0.08 0.03
0.01 -0.01 -0.02
-0.01 -0.05 0.02
0.01 -0.03 0.00
-0.02 0.00 -0.01
0.01 -0.01 -0.01
0.00 0.00 0.00
-0.01 0.00 0.00
-0.01 0.01 0.00
0.00 -0.05 0.00
0.03 0.06 0.02
-0.01 0.02 0.00
0.00 0.00 0.00
0.00 0.00 0.00
0.00 0.00 0.00


no.,maximum force (hartree/bohr)
1,0.0308
2,0.0258
3,0.0752
4,0.0035